14
Properties=species:S:1:pos:R:3 method="wB97M-V/def2-TZVPD" charge=0 orbital_gap_ev=9.83 smiles=C[C@H]1C[C@H]1N e_above_lowest_ev=1.632 e_homo_ev=-8.73 total_energy_ev=-5782.1800
C -0.428 1.527 0.581
C -0.427 0.097 0.739
C -0.956 -0.758 -0.364
C 0.460 -0.948 -0.067
N 1.464 -0.355 -0.949
H 0.026 2.081 1.540
H -1.462 1.858 0.464
H 0.223 1.878 -0.240
H -0.725 -0.214 1.671
H -1.690 -1.585 -0.126
H -1.316 -0.337 -1.283
H 0.942 -1.744 0.556
H 2.460 -0.663 -0.590
H 1.428 -0.837 -1.933